(1)
Density functional theory data (the ωB97M-V functional and the def2-TZVPD basis) for 2 unconnected molecules or ions with the total composition C34H38N2O3 in a non-equilibrium geometry.

Element x y z (Å)
C  3.99  1.80  1.61
N  3.29  0.89  0.74
C  3.96  0.16  -0.20
O  5.16  0.24  -0.47
C  2.97  -0.78  -0.87
C  3.33  -2.25  -0.69
C  3.47  -2.62  0.77
C  4.64  -2.29  1.47
C  4.74  -2.58  2.83
C  3.68  -3.19  3.50
C  2.55  -3.59  2.79
C  2.45  -3.32  1.42
N  1.71  -0.41  -0.23
C  0.53  -0.97  -0.57
C  -0.67  -0.68  0.10
C  -1.90  -1.15  -0.33
C  -3.15  -1.05  0.39
C  -4.20  -1.96  0.09
C  -5.39  -1.95  0.82
C  -5.58  -1.01  1.84
C  -4.57  -0.09  2.13
C  -3.37  -0.10  1.42
C  1.87  0.58  0.86
C  1.55  0.01  2.27
C  1.10  1.22  3.09
C  0.77  2.37  2.11
C  1.02  1.86  0.69
H  5.00  1.94  1.22
H  3.47  2.76  1.64
H  4.05  1.41  2.63
H  2.93  -0.51  -1.94
H  2.55  -2.86  -1.17
H  4.29  -2.41  -1.20
H  5.46  -1.83  0.93
H  5.66  -2.31  3.36
H  3.74  -3.36  4.58
H  1.74  -4.13  3.28
H  1.58  -3.64  0.84
H  0.55  -1.65  -1.43
H  -0.61  -0.08  1.01
H  -1.92  -1.70  -1.28
H  -4.04  -2.69  -0.70
H  -6.17  -2.67  0.59
H  -6.51  -1.00  2.41
H  -4.71  0.65  2.93
H  -2.58  0.63  1.64
H  0.76  -0.74  2.19
H  2.44  -0.49  2.67
H  0.23  0.97  3.71
H  1.91  1.52  3.77
H  -0.28  2.68  2.23
H  1.40  3.24  2.31
H  1.54  2.57  0.04
H  0.08  1.61  0.18
C  2.44  2.39  -3.07
C  1.27  1.51  -3.44
O  0.21  1.77  -2.50
C  -0.96  1.11  -2.81
C  -2.07  1.72  -2.14
C  -3.42  1.42  -2.38
C  -3.86  0.44  -3.32
C  -5.20  0.12  -3.45
C  -6.17  0.76  -2.65
C  -5.77  1.78  -1.77
C  -4.43  2.12  -1.65
O  -0.96  0.12  -3.55
H  3.36  2.01  -3.51
H  2.28  3.40  -3.49
H  2.59  2.49  -1.99
H  0.91  1.75  -4.44
H  1.55  0.45  -3.38
H  -1.82  2.52  -1.44
H  -3.09  -0.06  -3.92
H  -5.50  -0.63  -4.18
H  -7.22  0.48  -2.73
H  -6.52  2.31  -1.18
H  -4.10  2.93  -1.00

Summary:
Molar mass ... 522.69 g mol⁻¹
Calculated total energy ... -44996.1407 eV
Multiplicity ... 1

***

(2)
Density functional theory data (the ωB97M-V functional and the def2-TZVPD basis) for a single C3H3N3O molecule.

Element x y z (Å)
O  0.98  3.30  0.28
C  0.44  2.39  -0.29
N  0.95  1.05  -0.26
C  -1.50  -2.63  0.39
N  -0.57  -1.90  0.15
C  0.36  -1.07  -0.20
N  -0.02  0.25  -0.27
H  -0.49  2.50  -0.88
H  -1.80  -2.87  1.41
H  1.38  -1.41  -0.34

Summary:
Molar mass ... 97.08 g mol⁻¹
Calculated total energy ... -9673.0699 eV
Multiplicity ... 1

***

(3)
Density functional theory data (the ωB97M-V functional and the def2-TZVPD basis) for 2 unconnected molecules or ions with the total composition C5H13NO in a non-equilibrium geometry.

Element x y z (Å)
C  0.52  1.91  -0.08
C  0.51  1.00  1.22
C  1.15  -0.32  0.98
N  0.44  -1.08  0.04
C  0.55  -0.38  -1.28
C  -0.05  1.06  -1.23
H  1.54  2.15  -0.41
H  -0.04  2.86  0.01
H  -0.50  0.94  1.67
H  1.16  1.54  1.93
H  1.00  -0.92  1.90
H  2.24  -0.21  0.83
H  0.76  -2.06  0.05
H  0.05  -0.94  -2.09
H  1.63  -0.34  -1.51
H  0.14  1.52  -2.23
H  -1.15  1.00  -1.09
O  -3.64  -2.39  0.56
H  -2.73  -2.03  0.49
H  -3.58  -3.31  0.23

Summary:
Molar mass ... 103.16 g mol⁻¹
Calculated total energy ... -8932.9897 eV
Multiplicity ... 1

***

(4)
Density functional theory data (the ωB97M-V functional and the def2-TZVPD basis) for 9 unconnected molecules or ions with the total composition C11H28Cl16O2Si2 in a non-equilibrium geometry.

Element x y z (Å)
C  -4.72  1.07  -0.99
C  -3.83  1.54  -2.16
O  -2.83  0.60  -2.55
C  -1.51  0.99  -2.19
Si  -1.13  0.38  -0.42
O  0.19  1.17  0.26
Si  -0.20  2.77  0.62
H  -4.50  0.02  -0.81
H  -5.77  1.19  -1.23
H  -4.45  1.61  -0.09
H  -4.48  1.67  -3.03
H  -3.41  2.52  -1.96
H  -0.83  0.45  -2.84
H  -1.33  2.06  -2.33
H  -2.33  0.69  0.38
H  -0.97  -1.08  -0.49
H  0.17  3.60  -0.54
H  -1.65  2.86  0.85
H  0.57  3.15  1.82
C  -0.08  -2.35  -4.12
Cl  -0.93  -3.38  -2.96
Cl  1.02  -1.22  -3.31
H  0.50  -2.97  -4.79
H  -0.82  -1.77  -4.67
C  -2.75  -6.70  -1.42
Cl  -2.99  -7.19  -3.11
Cl  -3.07  -4.98  -1.17
H  -3.44  -7.27  -0.80
H  -1.73  -6.90  -1.15
C  3.30  3.61  3.52
Cl  2.62  4.92  4.50
Cl  3.55  4.11  1.84
H  4.25  3.32  3.94
H  2.61  2.78  3.53
C  6.17  1.47  5.99
Cl  5.90  1.12  4.27
Cl  6.01  3.20  6.34
H  5.43  0.93  6.57
H  7.17  1.15  6.26
C  8.03  -0.35  9.50
Cl  8.44  -0.19  7.78
Cl  6.38  -0.91  9.73
H  8.71  -1.07  9.94
H  8.14  0.62  9.97
C  -5.37  3.10  2.75
Cl  -5.61  1.39  2.32
Cl  -3.77  3.68  2.26
H  -6.13  3.69  2.25
H  -5.46  3.20  3.82
C  3.55  0.18  -5.97
Cl  3.71  1.26  -7.35
Cl  3.34  -1.51  -6.46
H  4.44  0.25  -5.36
H  2.67  0.47  -5.39
C  -4.26  -4.67  -6.21
Cl  -4.10  -4.28  -7.93
Cl  -2.97  -3.97  -5.24
H  -5.21  -4.27  -5.86
H  -4.24  -5.75  -6.10

Summary:
Molar mass ... 815.76 g mol⁻¹
Calculated total energy ... -232070.6373 eV
Multiplicity ... 1